# 1
{
  "formula": "C8H9F5NO5S4SbTc",
  "method": "ωB97M-V/def2-TZVPD",
  "symbols": ["Tc", "O", "C", "C", "N", "C", "C", "O", "O", "C", "C", "O", "O", "H", "H", "H", "H", "H", "H", "H", "H", "H", "S", "Sb", "S", "S", "S", "F", "C", "F", "C", "F", "F", "F"],
  "coordinates": [[-12.032, -3.993, 3.864], [-12.892, -5.792, 2.799], [-12.723, -5.709, 1.346], [-11.422, -4.997, 1.002], [-11.422, -3.699, 1.739], [-12.330, -2.722, 1.029], [-13.748, -2.828, 1.632], [-14.695, -2.855, 0.844], [-13.690, -2.932, 2.908], [-10.049, -3.194, 1.801], [-9.999, -2.105, 2.898], [-9.233, -1.176, 2.823], [-10.788, -2.448, 3.989], [-13.853, -5.616, 2.957], [-13.583, -5.204, 0.815], [-12.663, -6.717, 0.962], [-11.231, -4.859, -0.075], [-10.603, -5.574, 1.405], [-12.323, -2.860, -0.018], [-11.975, -1.758, 1.346], [-9.751, -2.748, 0.838], [-9.368, -4.039, 2.077], [-15.099, -8.281, 7.123], [-15.304, -6.011, 7.421], [-13.231, -4.246, 5.712], [-14.996, -5.026, 4.986], [-12.862, -5.056, 7.658], [-9.946, -6.046, 3.366], [-10.760, -5.402, 4.415], [-11.319, -6.579, 4.959], [-9.659, -5.010, 5.450], [-8.746, -4.178, 4.876], [-9.038, -6.116, 5.868], [-10.221, -4.323, 6.527]],
  "fmax_ha_per_bohr": 0.13593,
  "lumo_energy_ha": [-0.290, -0.290],
  "homo_ev": [-12.21, -12.21],
  "total_charge": 1,
  "e_tot_ev": -85824.291,
  "orbital_gap_ha": [0.158, 0.159]
}

=====

# 2
{
  "formula": "C8H9FN2",
  "method": "ωB97M-V/def2-TZVPD",
  "symbols": ["C", "C", "C", "C", "C", "C", "C", "C", "N", "N", "F", "H", "H", "H", "H", "H", "H", "H", "H", "H"],
  "coordinates": [[0.227, 0.240, -0.094], [0.175, -1.160, 0.004], [1.602, 0.488, -0.063], [-1.071, -1.753, 0.558], [-2.096, 0.210, -0.976], [-2.066, -0.613, 0.284], [-0.963, 0.983, -0.315], [2.238, 1.867, 0.118], [2.328, -0.595, -0.131], [1.437, -1.613, -0.055], [-1.085, 2.069, 0.424], [-1.300, -2.779, 0.225], [-0.999, -1.706, 1.665], [-1.546, -0.270, -1.824], [-2.934, 0.944, -1.076], [-2.692, -0.286, 1.135], [1.843, 2.355, 1.030], [3.324, 1.648, 0.319], [1.942, 2.463, -0.813], [1.635, -2.492, -0.415]],
  "fmax_ha_per_bohr": 0.07305,
  "lumo_energy_ha": [0.032, 0.032],
  "homo_ev": [-7.30, -7.30],
  "e_tot_ev": -14135.749,
  "orbital_gap_ha": [0.301, 0.301],
  "e_above_lowest_kcal_mol": 45.1
}

=====

# 3
{
  "formula": "C8H9I2N2S",
  "method": "ωB97M-V/def2-TZVPD",
  "symbols": ["C", "C", "C", "C", "C", "C", "C", "C", "N", "N", "S", "I", "I", "H", "H", "H", "H", "H", "H", "H", "H", "H"],
  "coordinates": [[0.630, -0.699, 1.278], [1.230, -1.801, 1.809], [-0.081, -3.007, -0.030], [-0.935, 2.118, 0.641], [-1.864, 0.928, 0.255], [-0.949, 0.007, -0.531], [0.185, 1.084, -0.965], [1.623, 0.739, -1.136], [0.150, 2.160, 0.004], [-0.168, -0.869, 0.254], [0.843, -3.391, 1.239], [-1.284, -3.545, -1.478], [-0.705, 1.826, -2.864], [0.757, 0.225, 1.853], [2.067, -1.741, 2.601], [-1.127, 2.933, 1.222], [-2.233, 0.328, 1.140], [-2.725, 1.345, -0.322], [-1.483, -0.544, -1.173], [2.125, 1.413, -1.974], [1.792, -0.152, -1.630], [2.151, 0.642, -0.192]],
  "fmax_ha_per_bohr": 0.11128,
  "lumo_energy_ha": [-0.206, -0.206],
  "homo_ev": [-12.22, -12.22],
  "total_charge": 1,
  "e_tot_ev": -38446.113,
  "orbital_gap_ha": [0.243, 0.243],
  "e_above_lowest_kcal_mol": 72.2
}

=====

# 4
{
  "formula": "C8H9MgNS2",
  "method": "ωB97M-V/def2-TZVPD",
  "symbols": ["Mg", "C", "H", "H", "H", "H", "H", "S", "C", "N", "C", "C", "C", "C", "C", "C", "S", "H", "H", "H", "H"],
  "coordinates": [[1.807, 0.304, -0.401], [4.160, -0.190, -4.216], [3.628, -0.327, -3.250], [4.372, 0.878, -4.363], [3.532, -0.572, -5.031], [5.052, -0.781, -4.126], [2.982, -0.664, 0.443], [1.102, 2.675, -0.665], [-0.184, 1.846, 0.075], [-0.210, 0.468, 0.174], [-1.344, 0.001, 0.829], [-1.588, -1.353, 1.110], [-2.505, -1.673, 2.107], [-3.195, -0.664, 2.810], [-2.961, 0.686, 2.513], [-2.108, 1.014, 1.459], [-1.531, 2.589, 0.889], [-1.022, -2.107, 0.559], [-2.678, -2.716, 2.375], [-3.915, -0.904, 3.603], [-3.393, 1.491, 3.107]],
  "fmax_ha_per_bohr": 0.05155,
  "lumo_energy_ha": -0.001,
  "homo_ev": -8.29,
  "e_tot_ev": -37048.172,
  "orbital_gap_ha": 0.303
}

=====

# 5
{
  "formula": "C8H9N",
  "method": "ωB97M-V/def2-TZVPD",
  "symbols": ["C", "C", "C", "C", "C", "C", "C", "C", "H", "H", "H", "H", "H", "H", "H", "H", "H", "N"],
  "coordinates": [[1.681, -0.477, -0.139], [0.602, -0.212, 1.007], [-0.802, 1.183, -0.227], [0.299, 1.096, -1.304], [0.623, -0.178, -1.259], [-0.551, -1.076, -0.893], [-0.653, -1.072, 0.559], [-1.529, -0.157, -0.218], [2.485, 0.260, -0.070], [2.146, -1.452, -0.056], [0.903, -0.502, 2.054], [-0.334, 1.444, 1.853], [-1.353, 2.137, -0.093], [0.991, 1.883, -1.514], [-0.918, -1.880, -1.509], [-1.070, -1.923, 1.101], [-2.617, -0.222, -0.245], [0.098, 1.148, 0.954]],
  "fmax_ha_per_bohr": 0.06948,
  "lumo_energy_ha": 0.036,
  "homo_ev": -8.31,
  "e_tot_ev": -9928.025,
  "smiles": "C1=C2C[C@H]3N[C@@H]1[C@H]1[C@@H]2[C@H]13",
  "orbital_gap_ha": 0.342,
  "e_above_lowest_kcal_mol": 82.3
}

=====

# 6
{
  "formula": "C8H9N",
  "method": "ωB97M-V/def2-TZVPD",
  "symbols": ["C", "C", "C", "C", "C", "C", "C", "C", "H", "H", "H", "H", "H", "H", "H", "H", "H", "N"],
  "coordinates": [[-3.074, -1.739, -0.024], [-2.675, -0.598, 0.087], [-2.305, 0.906, 0.388], [-1.249, 1.541, -0.051], [0.138, 1.203, -0.423], [0.537, -0.110, -0.289], [1.927, -0.709, -0.381], [2.998, 0.210, -0.121], [-3.396, -2.743, -0.814], [-3.248, 1.447, 0.968], [-1.269, 2.603, 0.242], [0.845, 2.028, -0.596], [-0.754, -0.655, -0.589], [1.989, -1.684, -1.088], [2.960, 1.382, -0.142], [4.083, -0.296, -0.430], [2.108, -0.272, 1.580], [2.699, -0.861, 0.823]],
  "fmax_ha_per_bohr": 0.12802,
  "lumo_energy_ha": 0.001,
  "homo_ev": -8.70,
  "e_tot_ev": -9922.470,
  "orbital_gap_ha": 0.321,
  "e_above_lowest_kcal_mol": 210.4
}

=====

# 7
{
  "formula": "C8H9N2O",
  "method": "ωB97M-V/def2-TZVPD",
  "symbols": ["C", "C", "C", "C", "C", "C", "C", "C", "N", "N", "O", "H", "H", "H", "H", "H", "H", "H", "H", "H"],
  "coordinates": [[-1.982, 0.698, 1.204], [-1.246, 1.513, 2.110], [-1.371, 0.262, 0.087], [0.127, 1.596, 1.975], [0.035, 0.106, -0.094], [0.816, 0.876, 0.883], [3.252, 1.220, 0.974], [0.655, -0.767, -0.918], [2.136, 0.862, 0.929], [-0.102, -1.484, -1.946], [1.948, -0.876, -1.113], [-3.065, 0.716, 1.280], [-1.677, 2.033, 2.921], [-1.937, -0.190, -0.780], [0.738, 2.167, 2.530], [4.294, 1.215, 1.219], [0.175, -1.444, -2.900], [-1.043, -1.107, -1.630], [0.012, -2.469, -1.777], [2.163, -1.722, -0.635]],
  "fmax_ha_per_bohr": 0.09978,
  "lumo_energy_ha": [-0.137, -0.136],
  "homo_ev": [-10.36, -10.36],
  "total_charge": 1,
  "e_tot_ev": -13458.272,
  "orbital_gap_ha": [0.244, 0.244],
  "e_above_lowest_kcal_mol": 104.9
}

=====

# 8
{
  "formula": "C8H9N2O3",
  "method": "ωB97M-V/def2-TZVPD",
  "symbols": ["C", "C", "C", "C", "C", "C", "C", "C", "N", "N", "O", "O", "O", "H", "H", "H", "H", "H", "H", "H", "H", "H"],
  "coordinates": [[1.513, 1.554, 2.421], [0.216, 1.050, 2.615], [2.050, 1.813, 1.177], [-0.433, 0.639, 1.498], [1.287, 1.566, 0.063], [0.039, 0.965, 0.229], [-1.023, -2.710, -2.335], [-0.829, 0.816, -0.909], [0.038, -3.370, -2.475], [-1.200, -1.848, -1.276], [-2.035, -1.942, -0.426], [-0.441, -0.854, -1.491], [-2.117, 0.965, -0.825], [2.076, 1.930, 3.203], [-0.096, 0.603, 3.541], [2.883, 2.469, 1.118], [-1.526, 0.144, 1.561], [1.572, 1.711, -0.905], [-0.325, 1.337, -1.762], [0.214, -4.008, -3.322], [0.680, -3.497, -1.683], [-2.543, 0.667, -0.016]],
  "fmax_ha_per_bohr": 0.07470,
  "lumo_energy_ha": -0.174,
  "homo_ev": -13.27,
  "total_charge": 1,
  "e_tot_ev": -17551.287,
  "orbital_gap_ha": 0.314,
  "e_above_lowest_kcal_mol": 28.6
}

=====

# 9
{
  "formula": "C8H9N2OS",
  "method": "ωB97M-V/def2-TZVPD",
  "symbols": ["C", "C", "C", "C", "C", "C", "C", "C", "N", "N", "O", "S", "H", "H", "H", "H", "H", "H", "H", "H", "H"],
  "coordinates": [[-2.595, 0.296, 1.188], [-2.987, 0.688, -0.131], [-1.454, -0.430, 1.375], [-2.124, 0.249, -1.172], [-0.684, -0.712, 0.248], [2.123, 0.203, -0.893], [1.758, -1.344, -0.865], [1.230, 0.784, 1.155], [-1.003, -0.414, -0.994], [2.326, 0.764, 0.472], [3.495, 1.270, 0.747], [0.600, -1.905, 0.360], [-3.279, 0.517, 1.923], [-3.757, 1.306, -0.320], [-1.312, -0.717, 2.314], [-2.279, 0.401, -2.241], [2.988, 0.502, -1.530], [1.223, 0.687, -1.305], [1.489, -1.610, -1.839], [2.850, -1.742, -0.663], [1.393, 1.209, 2.172]],
  "fmax_ha_per_bohr": 0.10157,
  "lumo_energy_ha": 0.124,
  "homo_ev": -2.71,
  "total_charge": -1,
  "e_tot_ev": -24300.579,
  "orbital_gap_ha": 0.224,
  "e_above_lowest_kcal_mol": 23.2
}

=====

# 10
{
  "formula": "C8H9N2OS",
  "method": "ωB97M-V/def2-TZVPD",
  "symbols": ["C", "C", "C", "C", "C", "C", "C", "C", "N", "N", "O", "S", "H", "H", "H", "H", "H", "H", "H", "H", "H"],
  "coordinates": [[-2.474, -0.989, -0.288], [-3.332, 0.108, -0.063], [-1.204, -0.891, 0.105], [-2.763, 1.295, 0.390], [-0.722, 0.319, 0.632], [2.883, 0.205, -0.668], [2.130, -1.132, -0.528], [0.670, 0.467, 1.010], [-1.489, 1.410, 0.691], [1.776, 1.273, -0.666], [2.266, 2.401, -0.483], [1.520, -1.082, 1.184], [-2.732, -1.939, -0.592], [-4.430, -0.134, -0.201], [-0.617, -1.788, 0.204], [-3.427, 2.132, 0.518], [3.442, 0.319, 0.336], [3.482, 0.088, -1.585], [1.233, -1.115, -1.077], [2.806, -2.022, -0.758], [0.982, 1.073, 1.838]],
  "fmax_ha_per_bohr": 0.05073,
  "lumo_energy_ha": [0.124, 0.124],
  "homo_ev": [-2.38, -2.39],
  "total_charge": -1,
  "e_tot_ev": -24301.585,
  "orbital_gap_ha": [0.211, 0.212],
  "e_above_lowest_kcal_mol": 0.0
}